# 1
Here is a single C22H24N4O3S3 molecule from the OMol25 dataset. Energies are from ωB97M-V with the def2-TZVPD basis set.

Geometry as XYZ:
```
56
Properties=species:S:1:pos:R:3:forces:R:3
C 2.2156 0.7207 1.2200 -0.016 -0.183 -0.042
O 2.2594 2.1310 1.2251 0.044 0.184 -0.081
C 1.9157 2.7423 2.4386 -0.264 0.159 0.004
C 0.4158 2.6841 2.8032 0.423 0.198 -0.186
N 0.0580 1.5396 3.6073 0.245 0.156 0.503
C -0.6113 0.4856 3.1209 -0.364 -0.906 0.446
N -1.0716 0.3907 1.9170 0.709 1.553 0.012
N -1.7103 -0.7498 1.6744 -0.864 -1.099 0.063
C -1.7404 -1.5621 2.6652 0.188 0.218 0.430
S -2.4281 -3.1498 2.6235 -0.272 -0.548 -0.055
C -2.6259 -3.3431 0.8165 0.141 0.216 0.512
C -1.2941 -3.0908 0.1391 -0.305 0.030 -0.171
O -0.3098 -3.7792 0.3142 -0.109 -0.227 0.193
N -1.2830 -2.0088 -0.6762 -0.169 0.018 -0.551
C -0.1221 -1.5107 -1.1991 0.171 -0.014 0.072
S 1.3661 -2.3557 -1.0581 0.291 0.589 -0.441
C 2.1715 -1.0719 -1.9303 -0.363 -0.111 0.142
C 1.3424 -0.0473 -2.2563 0.253 -0.145 0.077
C -0.0030 -0.2737 -1.8138 -0.172 -0.585 0.236
C -1.1700 0.5898 -1.9132 0.076 -0.106 0.022
O -2.3127 0.1526 -1.7968 -0.073 0.195 -0.092
C -0.9503 2.0470 -2.0978 -0.250 0.392 0.066
C -1.6833 2.7455 -3.0512 0.053 -0.152 0.038
C -1.5306 4.1140 -3.1778 -0.039 0.039 -0.077
C -0.6727 4.7974 -2.3314 0.017 0.059 0.013
C 0.0333 4.1091 -1.3582 0.051 0.050 0.061
C -0.0970 2.7373 -1.2426 -0.167 -0.115 -0.102
C 1.8319 1.1227 -3.0553 0.196 -0.011 -0.195
C 3.1347 0.7709 -3.7725 0.015 0.175 0.206
C 4.1307 0.1777 -2.7805 -0.052 -0.186 -0.185
C 3.6177 -1.1723 -2.2790 0.157 0.005 -0.021
S -0.9475 -0.9435 4.1214 -0.079 0.302 -0.868
H 1.1875 0.3465 1.2135 0.065 -0.020 -0.040
H 2.7482 0.3052 2.0831 0.026 -0.001 0.030
H 2.7107 0.4047 0.3039 -0.025 -0.089 0.023
H 2.5058 2.3143 3.2650 -0.015 0.065 -0.035
H 2.2040 3.7884 2.3089 -0.033 -0.034 0.120
H -0.1810 2.6452 1.8909 0.021 0.121 0.066
H 0.1576 3.5877 3.3631 -0.011 -0.012 -0.102
H 0.4480 1.4674 4.5325 -0.049 -0.002 -0.112
H -3.4007 -2.6602 0.4741 0.007 -0.076 -0.072
H -2.9308 -4.3812 0.6888 0.021 0.055 -0.044
H -2.0795 -1.3742 -0.8100 0.198 -0.343 0.183
H -2.3618 2.2044 -3.6942 -0.082 -0.045 -0.035
H -2.0886 4.6504 -3.9312 -0.037 0.040 -0.060
H -0.5608 5.8677 -2.4258 0.011 0.081 -0.007
H 0.6931 4.6397 -0.6872 0.064 0.052 0.060
H 0.4495 2.2028 -0.4817 0.121 -0.088 0.103
H 1.0693 1.4258 -3.7756 0.025 0.091 0.040
H 2.0082 1.9721 -2.3900 -0.027 0.055 -0.105
H 3.5493 1.6683 -4.2344 -0.009 -0.018 -0.064
H 2.9362 0.0436 -4.5623 0.002 -0.017 -0.096
H 5.1073 0.0486 -3.2494 0.040 0.027 0.061
H 4.2471 0.8640 -1.9392 0.055 0.050 0.058
H 4.1920 -1.5072 -1.4118 0.063 -0.027 -0.017
H 3.7452 -1.9293 -3.0600 0.100 -0.014 0.017
```
Positions in Å, forces in eV/Å.

frontier orbital gap = 8.0 eV
SMILES = COCCNc1nnc(SCC(=O)Nc2sc3c(c2C(=O)c2ccccc2)CCCC3)s1
E_tot = -67812.1825 eV
multiplicity = 1

=====

# 2
Here is a molecular structure, C37H38N7O3PSW from the OMol25 dataset. Energies are from ωB97M-V with the def2-TZVPD basis set.

Geometry as XYZ:
```
88
Properties=species:S:1:pos:R:3:forces:R:3
W 0.7564 -0.5391 0.1032 -1.031 0.783 2.169
C 0.2616 -1.2642 4.9793 -0.204 -0.331 0.153
O 0.7790 -0.0191 4.4325 0.023 0.017 0.033
C 0.8852 0.1649 3.1684 0.288 0.321 -0.079
O 0.5512 -0.6761 2.2921 -0.154 -0.334 -1.197
N 1.4145 1.3534 2.8439 -0.015 -0.040 0.141
N 1.4996 1.7272 1.4997 0.279 -0.230 -0.079
H 0.6617 -1.3272 5.9846 0.057 0.053 -0.020
H 0.5844 -2.1130 4.3826 0.082 0.069 -0.031
H -0.8237 -1.2072 5.0237 0.019 0.082 -0.055
H 1.6452 2.0084 3.5809 -0.028 0.035 0.037
H 2.4479 2.0531 1.3232 0.076 0.006 0.003
H 0.8760 2.5168 1.3356 -0.189 -0.065 -0.152
N 3.5646 -1.8285 -0.7834 -0.055 0.118 0.458
P 3.2112 -0.2643 -0.2419 0.517 -0.484 -1.549
C 4.7604 0.6273 -0.2284 -0.493 0.161 0.581
C 5.4463 0.8656 -1.4243 -0.110 0.002 -0.080
C 6.6807 1.4865 -1.3659 0.059 0.010 -0.072
C 7.2162 1.8798 -0.1416 -0.051 -0.019 0.018
C 6.5280 1.6437 1.0424 0.016 0.010 0.063
C 5.2952 1.0147 1.0060 -0.031 -0.065 -0.011
C 2.1527 0.3796 -1.6121 0.237 -0.238 -0.195
C 1.3144 -0.5580 -2.2957 0.516 0.359 -0.387
C 0.4719 -0.0734 -3.3163 -0.113 -0.035 0.011
C 0.4298 1.2706 -3.6293 -0.011 -0.019 -0.017
C 1.2725 2.1773 -2.9709 -0.018 -0.073 0.010
C 2.1091 1.7413 -1.9625 -0.016 0.120 0.127
C 2.8437 -2.9034 -0.3044 -0.092 -0.064 0.001
C 3.3738 -4.1902 -0.3651 0.017 -0.091 -0.015
C 2.6526 -5.2387 0.1549 0.026 0.122 -0.032
C 1.4212 -4.9699 0.7612 0.034 0.018 -0.005
C 0.9565 -3.6859 0.7736 -0.079 -0.176 0.159
N 1.6212 -2.6336 0.2162 0.161 0.381 -0.205
H 4.4931 -2.0306 -1.1321 0.048 0.038 -0.066
H 5.0251 0.5722 -2.3796 0.039 0.018 -0.006
H 7.2328 1.6688 -2.2784 -0.015 0.002 -0.002
H 8.1786 2.3737 -0.1133 0.008 -0.017 -0.003
H 6.9558 1.9379 1.9914 0.010 0.014 -0.017
H 4.7648 0.7946 1.9267 0.050 0.025 0.028
H 1.5964 -1.6068 -2.3434 -0.123 -0.057 0.267
H -0.0935 -0.7715 -3.9221 -0.009 -0.014 0.038
H -0.2039 1.6158 -4.4366 0.018 -0.013 -0.010
H 1.2921 3.2122 -3.2898 0.020 0.016 0.049
H 2.7925 2.4335 -1.4819 -0.050 0.022 0.010
H 4.3509 -4.3455 -0.8037 -0.013 0.008 -0.020
H 3.0419 -6.2477 0.1142 0.018 0.006 0.007
H 0.8460 -5.7620 1.2183 -0.044 0.045 0.020
H 0.0194 -3.4679 1.2561 0.015 0.027 -0.025
N -5.2717 -4.8653 -0.2939 -0.079 -0.203 -0.038
C -4.9385 -3.5823 -0.2544 0.143 0.513 0.009
O -5.6865 -2.6215 -0.2630 -0.030 -0.161 0.000
C -3.4869 -3.1443 -0.1757 0.124 0.072 0.052
C -2.9740 -2.7047 1.0479 -0.084 -0.120 -0.137
C -1.7895 -2.0095 1.0794 -0.044 -0.004 0.075
N -1.0601 -1.7394 -0.0310 -0.126 -0.250 0.077
C -1.5376 -2.2056 -1.2038 0.120 -0.021 -0.113
C -2.7254 -2.8928 -1.3163 -0.115 -0.155 0.063
H -6.2525 -5.1084 -0.3403 -0.008 0.014 -0.007
H -4.6015 -5.6157 -0.2934 0.044 0.039 0.009
H -3.5135 -2.8888 1.9680 0.007 0.063 0.015
H -1.3950 -1.6590 2.0205 0.028 0.044 -0.009
H -0.9399 -2.0224 -2.0842 0.005 0.058 0.021
H -3.0604 -3.2203 -2.2919 0.020 0.030 -0.015
N -0.5684 0.9450 -0.3466 -0.003 -0.317 0.322
S -2.0040 1.1915 0.4784 -0.308 0.538 -0.633
C -3.2680 1.2070 -0.7828 0.145 -0.232 0.306
C -3.1699 2.0565 -1.8800 0.024 0.082 -0.079
C -4.2186 2.0864 -2.7817 0.092 0.045 -0.007
C -5.3450 1.2926 -2.5739 -0.029 -0.067 0.051
C -5.4260 0.4560 -1.4704 -0.045 -0.033 -0.030
C -4.3794 0.4069 -0.5591 0.075 -0.073 0.024
C -1.9953 2.9265 0.9458 0.185 -0.342 0.135
C -1.1223 3.8520 0.3923 0.056 -0.045 -0.052
C -1.2588 5.1850 0.7570 0.052 0.016 -0.033
C -2.2491 5.5660 1.6537 -0.015 -0.004 0.035
C -3.1067 4.6203 2.2032 -0.016 0.010 0.000
C -2.9827 3.2838 1.8541 0.014 -0.068 -0.001
H -0.5802 1.4661 -1.2202 0.196 -0.074 -0.124
H -2.3191 2.7153 -2.0205 -0.025 0.022 0.027
H -4.1717 2.7488 -3.6357 -0.013 -0.007 -0.001
H -6.1671 1.3381 -3.2758 0.000 0.001 0.003
H -6.2948 -0.1648 -1.3021 -0.023 0.001 -0.024
H -4.4461 -0.2410 0.3055 -0.026 -0.013 0.014
H -0.3651 3.5505 -0.3245 -0.019 0.064 -0.022
H -0.6015 5.9309 0.3299 0.002 -0.005 0.006
H -2.3527 6.6077 1.9262 -0.005 -0.002 -0.001
H -3.8751 4.9197 2.9030 0.008 0.015 -0.003
H -3.6526 2.5381 2.2678 -0.018 0.049 0.027
```
Positions in Å, forces in eV/Å.

total charge = +4
frontier orbital gap (alpha / beta) = 6.5 / 6.2 eV
E_tot = -77472.1086 eV
relative energy (zero: lowest compared OMol25 entry of this formula, charge and spin) = 31.5 kcal per mole
multiplicity = 3

=====

# 3
Here is 2 unconnected molecules or ions with the total composition C16H17NO from the OMol25 dataset. Energies are from ωB97M-V with the def2-TZVPD basis set.

Geometry as XYZ:
```
35
Properties=species:S:1:pos:R:3:forces:R:3
C 1.4278 -2.2826 -1.9988 2.483 2.812 -1.263
C 2.1374 -1.5063 -0.8559 0.603 -2.473 -0.100
C 2.7716 -2.1984 0.1672 -2.032 1.719 0.567
N 2.7398 -1.3298 1.3176 2.360 -0.510 -0.729
C 2.7413 -0.0310 0.8278 -1.768 -0.731 -0.592
C 2.8664 1.1704 1.4470 -1.815 1.563 -2.194
C 2.3436 2.3636 0.7981 2.253 0.528 4.339
C 1.7183 2.2864 -0.3966 0.239 -0.918 -2.394
C 1.7642 1.0256 -1.0968 -2.039 2.930 -0.051
C 2.2019 -0.1136 -0.5023 0.112 -0.540 0.169
H 1.4520 -3.3173 -1.8493 -0.748 -1.465 0.837
H 2.0705 -2.2319 -2.9114 -0.418 0.393 0.263
H 0.4808 -1.8306 -2.3073 0.024 -0.482 0.435
H 3.1827 -3.1991 0.1810 -0.627 -0.073 0.346
H 3.0605 -1.5626 2.2525 0.337 -0.008 -0.608
H 2.9839 1.2393 2.4655 0.971 0.123 2.190
H 2.5872 3.2653 1.5523 -1.251 -1.512 -2.449
H 1.2229 3.0667 -1.0117 0.616 -0.112 1.124
H 1.1562 1.1856 -2.0050 0.737 -1.303 0.079
C -2.2020 0.2294 2.6525 0.557 -0.551 -0.377
C -2.3845 0.1279 1.1431 -0.245 -0.077 1.094
C -1.3730 -0.2245 0.2499 -1.544 0.934 -1.533
C -1.6309 -0.0031 -1.1347 -2.475 -1.437 2.965
C -3.0088 0.2443 -1.5328 3.862 1.042 0.465
O -3.1721 0.3079 -2.8856 -0.086 0.726 -1.137
C -3.9604 0.6499 -0.6090 -2.668 -1.804 -0.742
C -3.6787 0.5050 0.7548 2.643 0.767 -1.085
H -1.1817 0.1056 3.0180 0.022 0.088 -0.222
H -2.8203 -0.4724 3.1891 -0.211 -0.518 0.091
H -2.5770 1.1889 2.9445 0.099 0.751 0.354
H -0.4560 -0.6638 0.5907 0.504 0.179 0.081
H -0.9116 -0.4452 -1.7699 0.462 0.175 -1.192
H -2.3793 0.7641 -3.2724 -1.198 -0.838 0.585
H -5.0523 0.6702 -0.9900 1.894 0.719 0.645
H -4.1204 1.0159 1.5781 -1.650 -0.098 0.039
```
Positions in Å, forces in eV/Å.

frontier orbital gap = 8.4 eV
SMILES = Cc1c[nH]c2ccccc12.Cc1ccc(O)cc1
E_tot = -20402.2912 eV
relative energy (zero: lowest compared OMol25 entry of this formula, charge and spin) = 81.5 kcal per mole
multiplicity = 1

=====

- What is the multiplicity in the second record?
  3

=====

- E_tot of number 1 (C22H24N4O3S3)?
  -67812.1825 eV